DFT (ωB97M-V with the def2-TZVPD basis set) results for a structure of composition C30H23FeN3O2PSSe3Te at a distorted geometry.

Values from the calculation:
Net charge: -1
<S²>: 6.073
Spin multiplicity: 5
Electronic energy (eV): -297894.05630
Highest occupied orbital energy (spin up / spin down) (eV): -2.95 / -4.03
LUMO (spin up / spin down) (Ha): 0.079 / 0.031

Last column: Löwdin spin population.
Atoms and positions in Å:
Fe (0.04, -0.60, -0.12)  1.883
O (1.64, 2.65, -1.17)  0.004
C (0.52, 2.17, -1.09)  0.008
O (0.18, 0.97, -1.46)  0.016
C (-0.65, 2.97, -0.58)  0.000
C (-0.58, 4.35, -0.47)  0.000
C (-1.69, 5.07, -0.07)  -0.001
C (-2.87, 4.41, 0.24)  0.000
C (-2.94, 3.03, 0.16)  -0.001
C (-1.83, 2.29, -0.25)  -0.003
P (-1.86, 0.47, -0.36)  -0.036
C (-3.15, 0.01, 0.85)  -0.003
C (-3.05, 0.56, 2.13)  -0.002
C (-3.86, 0.11, 3.16)  0.001
C (-4.76, -0.92, 2.93)  -0.002
C (-4.84, -1.50, 1.67)  0.001
C (-4.04, -1.05, 0.64)  -0.002
C (-2.64, 0.19, -1.99)  -0.004
C (-3.99, 0.50, -2.16)  -0.001
C (-4.62, 0.27, -3.37)  0.000
C (-3.90, -0.28, -4.43)  0.000
C (-2.56, -0.59, -4.27)  0.000
C (-1.93, -0.36, -3.05)  0.001
H (0.35, 4.84, -0.72)  0.000
H (-1.64, 6.15, 0.01)  0.000
H (-3.75, 4.97, 0.55)  0.000
H (-3.86, 2.52, 0.42)  0.000
H (-2.31, 1.33, 2.32)  0.000
H (-3.78, 0.56, 4.14)  0.000
H (-5.40, -1.27, 3.73)  0.000
H (-5.52, -2.32, 1.50)  0.000
H (-4.11, -1.52, -0.33)  0.000
H (-4.55, 0.92, -1.33)  0.000
H (-5.67, 0.50, -3.49)  0.000
H (-4.39, -0.47, -5.37)  0.000
H (-2.00, -1.02, -5.08)  0.000
H (-0.89, -0.60, -2.95)  0.001
Se (-0.86, -2.53, -0.53)  0.102
Se (-2.19, -3.81, -1.80)  0.088
Te (0.30, -6.34, -0.01)  0.647
Se (0.88, -3.97, -0.03)  0.257
S (0.07, -0.46, 2.15)  0.049
C (1.72, -0.70, 2.64)  0.084
N (2.06, -1.99, 3.01)  0.196
C (3.39, -2.30, 3.31)  0.246
C (4.29, -1.29, 3.37)  0.037
C (3.86, 0.01, 3.08)  0.311
N (2.57, 0.28, 2.71)  0.079
H (1.40, -2.73, 2.85)  0.009
H (3.62, -3.35, 3.47)  0.018
H (5.33, -1.48, 3.61)  -0.006
H (4.53, 0.87, 3.10)  0.022
N (1.81, -0.97, -0.39)  -0.001
C (2.94, -0.89, -0.55)  -0.003
C (4.34, -0.79, -0.75)  0.000
C (4.92, 0.44, -1.03)  0.001
C (6.29, 0.52, -1.17)  0.001
C (7.08, -0.62, -1.05)  0.000
C (6.49, -1.85, -0.81)  0.000
C (5.12, -1.95, -0.65)  0.001
H (4.29, 1.31, -1.13)  0.000
H (6.76, 1.47, -1.38)  0.000
H (8.15, -0.55, -1.16)  0.000
H (7.10, -2.74, -0.73)  0.000
H (4.63, -2.90, -0.46)  0.001

DFT (ωB97M-V with the def2-TZVPD basis set) results for a structure of composition C30H23I2MnN3O7S3 at a distorted geometry.

Values from the calculation:
Net charge: 0
<S²>: 0.842
Spin multiplicity: 2
Electronic energy (eV): -130311.74474
Highest occupied orbital energy (spin up / spin down) (eV): -7.68 / -7.73
LUMO (spin up / spin down) (Ha): -0.100 / -0.101

Last column: Löwdin spin population.
Atoms and positions in Å:
Mn (-0.56, -0.16, 0.41)  0.957
I (-1.42, 3.92, 3.04)  0.004
C (0.22, 2.65, 3.17)  0.028
C (1.30, 2.89, 4.02)  -0.005
C (2.37, 2.03, 4.06)  0.027
I (3.97, 2.49, 5.35)  0.004
C (2.42, 0.87, 3.26)  -0.002
C (3.45, -0.08, 3.17)  0.011
C (3.29, -1.16, 2.33)  -0.005
C (2.13, -1.31, 1.56)  0.010
N (1.17, -0.40, 1.59)  -0.037
C (1.31, 0.64, 2.41)  -0.003
C (0.22, 1.54, 2.33)  -0.012
O (-0.70, 1.23, 1.50)  0.051
H (1.29, 3.77, 4.64)  -0.001
H (4.36, 0.04, 3.74)  0.001
H (4.07, -1.90, 2.24)  -0.001
H (1.99, -2.18, 0.93)  0.000
C (-3.77, 1.81, -2.72)  0.000
C (-3.11, 1.33, -1.46)  0.001
S (-1.48, 1.71, -1.20)  -0.069
C (-3.84, 0.60, -0.53)  -0.011
C (-5.29, 0.30, -0.72)  -0.002
S (-3.12, -0.07, 0.85)  0.031
H (-3.04, 2.29, -3.36)  0.000
H (-4.54, 2.55, -2.48)  0.001
H (-4.24, 0.99, -3.25)  -0.001
H (-5.81, 1.12, -1.22)  -0.001
H (-5.76, 0.09, 0.23)  0.000
H (-5.38, -0.59, -1.35)  -0.001
C (2.90, 3.18, -6.36)  0.000
C (2.74, 2.67, -4.96)  0.000
C (3.71, 1.88, -4.36)  0.000
C (3.52, 1.37, -3.08)  0.000
C (2.36, 1.67, -2.40)  0.000
C (1.39, 2.48, -2.97)  0.000
C (1.58, 2.97, -4.24)  0.000
S (2.07, 1.01, -0.76)  0.004
O (1.65, 2.07, 0.12)  0.001
O (3.24, 0.27, -0.36)  0.008
N (0.77, -0.01, -0.91)  0.014
C (0.80, -0.95, -1.98)  0.002
C (-0.66, -1.45, -2.10)  0.004
O (-1.11, -1.97, -3.08)  0.005
O (-1.30, -1.18, -1.01)  0.017
H (3.93, 3.09, -6.70)  0.000
H (2.60, 4.22, -6.42)  0.000
H (2.26, 2.61, -7.03)  0.000
H (4.63, 1.66, -4.89)  0.000
H (4.27, 0.76, -2.60)  0.000
H (0.51, 2.72, -2.40)  0.000
H (0.82, 3.60, -4.69)  0.000
H (1.43, -1.82, -1.73)  0.003
H (1.15, -0.51, -2.92)  -0.001
O (-1.45, -0.60, 3.46)  -0.001
C (-1.42, -1.64, 2.83)  -0.001
N (-0.96, -1.74, 1.54)  -0.027
C (-0.83, -3.06, 1.16)  0.000
O (-0.20, -3.44, 0.20)  0.001
C (-1.47, -3.88, 2.23)  -0.001
C (-1.70, -5.24, 2.33)  0.000
C (-2.29, -5.71, 3.50)  0.000
C (-2.61, -4.84, 4.53)  0.000
C (-2.37, -3.47, 4.43)  0.000
C (-1.80, -3.01, 3.27)  -0.001
H (-1.45, -5.90, 1.52)  0.000
H (-2.49, -6.76, 3.61)  0.000
H (-3.05, -5.24, 5.43)  0.000
H (-2.63, -2.80, 5.24)  0.000

DFT (ωB97M-V with the def2-TZVPD basis set) results for a structure of composition C30H23MoN3 at a distorted geometry.

Values from the calculation:
Net charge: +2
<S²>: 2.178
Spin multiplicity: 3
Electronic energy (eV): -37792.20507
Highest occupied orbital energy (spin up / spin down) (eV): -13.12 / -12.90
LUMO (spin up / spin down) (Ha): -0.253 / -0.269

Last column: Löwdin spin population.
Atoms and positions in Å:
Mo (0.06, 0.21, 0.23)  2.054
C (2.17, 4.26, 0.43)  0.000
C (1.96, 2.93, 0.80)  0.015
N (0.79, 2.33, 0.71)  0.009
C (-0.29, 3.06, 0.30)  0.007
C (-0.16, 4.38, -0.14)  0.001
C (1.12, 4.97, -0.08)  0.011
C (-1.32, 5.12, -0.56)  0.001
C (-2.56, 4.60, -0.39)  0.000
C (-2.73, 3.30, 0.21)  0.003
C (-3.99, 2.83, 0.63)  0.014
C (-4.06, 1.66, 1.33)  0.002
C (-2.90, 0.89, 1.52)  0.017
N (-1.72, 1.28, 1.06)  0.008
C (-1.62, 2.51, 0.48)  0.011
H (3.15, 4.69, 0.54)  0.000
H (2.79, 2.33, 1.18)  0.001
H (1.25, 5.99, -0.41)  0.000
H (-1.19, 6.12, -0.96)  0.000
H (-3.44, 5.17, -0.66)  0.000
H (-4.88, 3.42, 0.44)  0.001
H (-5.00, 1.29, 1.74)  0.000
H (-2.94, -0.05, 2.04)  0.001
N (2.16, 0.10, -0.61)  0.023
C (3.11, -0.99, -0.73)  0.007
C (4.18, -0.87, -1.61)  0.000
C (5.15, -1.85, -1.64)  0.007
C (5.05, -2.94, -0.79)  -0.001
C (3.97, -3.06, 0.06)  0.006
C (2.97, -2.09, 0.12)  -0.001
C (1.73, -2.32, 0.91)  0.008
C (1.68, -3.22, 1.92)  -0.068
C (0.42, -3.74, 2.45)  0.002
C (-0.70, -3.57, 1.75)  -0.037
C (-0.64, -2.75, 0.50)  -0.017
C (0.44, -1.69, 0.56)  -0.169
H (2.46, 0.92, -1.14)  0.004
H (2.27, 0.37, 0.37)  0.010
H (4.25, 0.00, -2.26)  0.000
H (5.98, -1.76, -2.33)  0.000
H (5.80, -3.71, -0.81)  0.000
H (3.88, -3.95, 0.67)  0.000
H (2.60, -3.63, 2.33)  -0.003
H (0.44, -4.36, 3.34)  0.001
H (-1.62, -4.09, 2.02)  -0.002
H (-0.35, -3.41, -0.33)  -0.011
C (-3.44, -2.67, -1.82)  0.003
C (-2.95, -2.94, -0.60)  0.024
C (-1.94, -2.06, 0.02)  0.008
C (-1.44, -0.90, -0.75)  0.007
C (-2.01, -0.65, -2.01)  0.014
C (-2.96, -1.52, -2.51)  0.022
H (-4.19, -3.30, -2.29)  0.000
H (-3.30, -3.80, -0.03)  0.001
H (-2.41, -1.66, 0.93)  0.002
H (-1.69, 0.18, -2.62)  0.002
H (-3.36, -1.33, -3.50)  0.001

Which formula does entry 2 have?
C30H23I2MnN3O7S3

Among the records above, which one has the highest <S²>?
C30H23FeN3O2PSSe3Te

Which of these has the lowest <S²>?
C30H23I2MnN3O7S3

Look up the <S²> of the second one.
0.842